{"formula": "C15H40Br2HfO15S5", "method": "ωB97M-V/def2-TZVPD", "total_charge": 2, "total_energy_ha": -8910.6539, "e_homo_ev": -14.68, "largest_force_ev_per_a": 4.67, "homo_lumo_gap_ev": 7.7, "elements": ["Hf", "Br", "Br", "O", "S", "O", "O", "C", "C", "C", "H", "H", "H", "H", "H", "H", "H", "H", "O", "S", "O", "O", "C", "C", "C", "H", "H", "H", "H", "H", "H", "H", "H", "O", "S", "O", "O", "C", "C", "C", "H", "H", "H", "H", "H", "H", "H", "H", "O", "S", "O", "O", "C", "C", "C", "H", "H", "H", "H", "H", "H", "H", "H", "O", "S", "O", "O", "C", "C", "C", "H", "H", "H", "H", "H", "H", "H", "H"], "xyz": [[-0.168150, -1.802190, 0.343048], [0.527525, -2.145359, 3.001676], [2.454791, -2.180607, -0.231860], [-3.489730, -1.605912, 3.121584], [-3.245013, -2.723944, 2.301121], [-2.067739, -2.739970, 1.424436], [-3.205942, -3.998363, 3.155786], [-1.960125, -4.499063, 3.708612], [-2.171197, -5.787268, 4.507648], [-4.658383, -3.122707, 1.334659], [-1.603016, -3.735819, 4.406310], [-1.105946, -4.622405, 3.040348], [-3.122893, -5.760742, 5.034706], [-1.374281, -5.746208, 5.248111], [-2.110780, -6.669162, 3.878696], [-5.202124, -2.206451, 1.115737], [-5.269019, -3.827223, 1.891835], [-4.357280, -3.584400, 0.397423], [0.013042, -2.262949, -1.956002], [0.006072, -2.367319, -3.410551], [-1.141776, -2.836120, -4.099679], [0.346968, -0.923163, -3.893533], [0.424699, -0.714658, -5.347228], [0.147465, 0.733569, -5.613202], [1.454935, -3.275797, -3.844688], [-0.204644, -1.400849, -5.910590], [1.450826, -0.952355, -5.637935], [0.669392, 1.341068, -4.868574], [-0.910883, 0.984172, -5.638519], [0.590028, 1.065178, -6.553117], [1.299229, -4.292653, -3.488711], [2.261259, -2.817803, -3.276103], [1.562463, -3.232608, -4.922350], [-1.344548, -0.101976, 1.444590], [-1.672529, 1.098328, 2.212467], [-0.990253, 2.286803, 1.891296], [-3.201161, 1.285004, 2.074677], [-3.662356, 1.835853, 0.822023], [-3.545323, 3.348886, 0.722961], [-1.525019, 0.772233, 3.929858], [-4.642229, 1.423647, 0.594734], [-3.100911, 1.414831, -0.032694], [-4.273483, 3.641105, -0.035164], [-2.574037, 3.692120, 0.374868], [-3.708424, 3.784640, 1.706183], [-1.546938, -0.304481, 4.068502], [-2.479519, 1.126442, 4.323649], [-0.671423, 1.314222, 4.315766], [1.768048, 1.471983, 3.413284], [2.307618, 0.987615, 2.193242], [1.439158, 0.300366, 1.291416], [2.964879, 2.155475, 1.396576], [3.744588, 3.116901, 2.127187], [4.634165, 3.880059, 1.162755], [3.679344, -0.052191, 2.626198], [4.375427, 2.683818, 2.908489], [3.102707, 3.822700, 2.654878], [4.898675, 4.863416, 1.537887], [4.040213, 4.069024, 0.262546], [5.491025, 3.284227, 0.856958], [3.281371, -1.065471, 2.637400], [4.113141, 0.301370, 3.552123], [4.394406, -0.021724, 1.803492], [0.045019, 0.176351, -0.944282], [0.225715, 1.489017, -1.524389], [0.224229, 2.628019, -0.684017], [1.546092, 1.418902, -2.314008], [2.231099, 2.675352, -2.554974], [3.560346, 2.405946, -3.206079], [-0.968086, 1.723866, -2.809560], [2.340323, 3.225980, -1.622781], [1.646414, 3.328664, -3.211536], [4.189823, 1.733101, -2.622008], [4.105503, 3.321732, -3.407672], [3.339224, 1.849195, -4.121191], [-1.912419, 2.022332, -2.353966], [-1.044956, 0.732598, -3.254124], [-0.664686, 2.563829, -3.426619]], "forces_ev_per_angstrom": [[2.3, 3.4, 2.3], [-0.2, -0.3, -1.8], [-1.7, -0.3, 0.5], [0.4, 1.0, 0.1], [-1.2, -1.1, 0.0], [1.4, 0.3, -1.7], [0.5, -0.9, -0.6], [1.2, -0.1, 2.0], [-0.3, 0.9, -0.4], [-0.1, 0.2, -0.5], [-0.3, 0.1, 0.0], [-0.7, 0.1, -0.8], [0.0, -0.1, 0.0], [0.0, -0.5, 0.0], [0.0, -0.1, 0.1], [0.0, 0.0, 0.1], [0.0, 0.2, 0.2], [0.2, -0.1, 0.1], [-1.4, -0.2, 1.4], [0.8, -0.2, -1.2], [-0.2, -0.2, 0.5], [-0.3, -0.2, 0.3], [0.9, 0.0, -0.8], [0.3, 0.7, -0.1], [-0.5, 0.0, 0.7], [-0.4, 0.0, 0.4], [0.0, 0.1, 0.2], [-0.2, -0.1, 0.0], [0.0, -0.1, 0.1], [-0.1, -0.4, -0.2], [0.0, -0.1, -0.2], [0.2, 0.0, -0.2], [0.1, -0.1, -0.1], [0.5, -1.6, -1.6], [0.5, 0.3, 1.3], [0.5, 0.5, -0.6], [-0.7, -0.2, -0.1], [0.6, 0.1, -1.9], [-0.2, -0.4, 0.0], [-1.2, -0.4, -0.2], [-0.3, 0.3, 0.9], [0.4, -0.2, 0.5], [-0.2, 0.4, 0.4], [0.1, -0.3, 0.1], [-0.4, 0.3, -0.2], [0.5, 0.0, 0.1], [0.2, 0.3, 0.3], [0.2, -0.1, 0.0], [-0.6, 0.4, 0.5], [0.9, -0.4, 1.3], [-0.4, 0.0, -1.0], [-0.1, -0.2, -0.6], [0.9, 1.4, 0.9], [-0.9, -0.4, -0.8], [-0.1, -0.1, -1.1], [-0.2, -0.6, -0.2], [-0.4, -0.3, -0.2], [0.3, -0.1, 0.3], [0.1, 0.1, 0.0], [0.2, 0.2, 0.1], [0.0, 0.0, 0.5], [0.0, -0.2, 0.1], [0.1, 0.1, 0.1], [-0.7, -1.6, 0.3], [-0.4, 1.7, -0.1], [-0.1, 0.0, 0.4], [0.6, -0.6, -0.2], [0.7, 1.4, 0.1], [-0.3, -1.3, -0.2], [-0.4, -0.6, 1.0], [-0.1, -0.3, 0.2], [-0.3, -0.3, 0.0], [0.0, 0.2, 0.3], [-0.1, 0.1, -0.1], [0.4, 0.3, -0.3], [0.0, -0.2, 0.2], [-0.2, 0.5, -0.5], [0.3, -0.3, -0.3]]}